20
Properties=species:S:1:pos:R:3 method="wB97M-V/def2-TZVPD" mol_weight_g_mol=166.2 homo_energy_ev=-8.49 smiles="CP1CCC[P@@]1(C)=S" fmax_ev_per_a=5.171 e_above_lowest_kj_mol=0.0 gap_ha=0.3438 lumo_ev=0.9
H -1.369 -0.229 -2.477
C 1.590 0.425 0.730
S -2.718 0.357 0.712
P 0.575 1.107 -0.709
H -1.370 2.208 0.159
C 1.568 -1.077 0.686
H -0.206 3.244 -0.763
C -0.239 2.619 0.022
H -0.734 -1.876 -2.122
H 1.083 0.833 1.596
H 0.226 2.897 0.935
H -2.379 -1.581 -1.758
H -0.114 -2.569 0.515
H 2.282 -1.504 1.362
P -1.085 -0.254 -0.239
C -1.393 -1.074 -1.765
H -0.411 -1.397 1.866
H 2.016 -1.263 -0.313
H 2.669 0.698 0.730
C 0.011 -1.564 0.831